The following is a quantum chemistry calculation of 13 unconnected molecules or ions with the total composition C52H82O35 in a non-equilibrium geometry, from the OMol25 dataset.

Properties
Kohn-Sham gap ... 10.34 eV
HOMO level ... -9.83 eV
Relative energy (zero: lowest compared OMol25 entry of this formula, charge and spin) ... 0.0 kcal/mol

```
! RIJCOSX wB97M-V def2-TZVPD def2/J DEFGRID3
* xyz 0 1
C 0.060 -0.493 -0.110
C 0.623 -1.783 -0.713
C 0.513 -1.536 -2.207
O -0.520 -0.548 -2.349
C -0.277 0.401 -1.280
H 0.771 -0.018 0.504
H -0.864 -0.766 0.429
H 0.138 -2.727 -0.443
H 1.647 -1.885 -0.417
H 0.172 -2.437 -2.773
H 1.458 -1.129 -2.632
H -1.165 0.993 -1.011
H 0.524 1.075 -1.519
C 6.379 0.497 -3.663
C 6.854 -0.844 -4.468
C 7.335 -1.690 -3.302
O 6.569 -1.327 -2.187
C 6.543 0.116 -2.235
H 5.361 0.623 -3.927
H 7.087 1.346 -3.817
H 7.671 -0.580 -5.071
H 6.086 -1.310 -5.058
H 8.401 -1.422 -3.095
H 7.338 -2.795 -3.444
H 7.556 0.385 -1.903
H 5.824 0.545 -1.525
C -1.295 4.767 1.330
C -0.091 5.714 1.255
C 0.350 6.197 2.606
O 1.742 5.857 2.633
C 2.090 5.251 1.479
O 3.207 4.979 1.125
O 1.059 5.083 0.696
H -1.678 4.431 0.366
H -2.148 5.177 1.877
H -1.070 3.910 2.003
H -0.372 6.506 0.582
H -0.234 5.638 3.402
H 0.189 7.238 2.802
C 4.528 2.989 -1.186
C 3.139 2.520 -1.125
C 2.241 3.138 -2.168
O 2.598 2.379 -3.393
C 3.029 1.156 -2.930
O 3.264 0.231 -3.669
O 3.047 1.141 -1.597
H 4.577 4.062 -0.917
H 4.847 2.861 -2.190
H 5.146 2.410 -0.487
H 2.828 2.647 -0.064
H 2.476 4.164 -2.340
H 1.192 2.969 -1.971
C -2.627 -4.293 -1.706
C -2.829 -2.883 -2.194
C -2.649 -2.597 -3.713
O -3.679 -1.651 -3.978
C -4.574 -1.699 -2.960
O -5.568 -1.038 -2.947
O -4.187 -2.494 -1.950
H -1.640 -4.592 -1.888
H -3.320 -5.041 -2.065
H -2.736 -4.238 -0.619
H -2.241 -2.151 -1.582
H -2.885 -3.591 -4.244
H -1.794 -2.157 -4.205
C -4.998 -3.740 4.851
C -4.610 -2.474 4.082
C -3.353 -1.771 4.440
O -2.464 -2.165 3.412
C -3.177 -2.708 2.340
O -2.681 -2.996 1.288
O -4.469 -2.847 2.744
H -5.861 -4.212 4.362
H -5.245 -3.404 5.902
H -4.196 -4.483 4.933
H -5.460 -1.789 4.191
H -2.944 -2.059 5.400
H -3.469 -0.690 4.344
C -5.435 3.173 5.802
C -3.904 3.005 5.762
C -3.252 2.605 4.420
O -2.815 3.886 3.950
C -2.693 4.762 4.980
O -2.220 5.848 4.923
O -3.306 4.241 6.098
H -5.636 3.784 4.954
H -5.785 3.658 6.757
H -5.934 2.268 5.541
H -3.632 2.301 6.677
H -3.950 2.164 3.665
H -2.358 1.928 4.456
C 2.405 -1.736 -5.995
C 2.193 -3.215 -6.071
C 2.701 -4.057 -4.926
O 1.646 -4.883 -4.450
C 0.472 -4.440 -5.074
O -0.589 -4.848 -4.785
O 0.725 -3.461 -5.988
H 3.501 -1.617 -6.174
H 2.184 -1.426 -5.001
H 1.803 -1.205 -6.712
H 2.524 -3.700 -7.009
H 2.913 -3.395 -4.081
H 3.575 -4.709 -5.109
C 0.743 3.811 5.363
C 1.927 3.389 4.507
C 2.605 2.136 4.985
O 2.811 1.367 3.727
C 2.062 1.938 2.716
O 1.949 1.411 1.643
O 1.472 3.028 3.136
H 1.131 4.076 6.371
H 0.067 3.031 5.557
H 0.280 4.725 5.052
H 2.669 4.194 4.491
H 1.939 1.510 5.594
H 3.545 2.149 5.486
C -4.504 2.293 -5.200
C -3.536 1.584 -4.314
C -2.106 1.822 -4.682
O -1.665 2.876 -3.850
C -2.451 2.975 -2.781
O -2.233 3.653 -1.813
O -3.530 2.126 -2.898
H -4.344 3.390 -5.484
H -5.462 2.078 -4.862
H -4.494 1.745 -6.143
H -3.783 0.579 -4.320
H -2.018 2.177 -5.653
H -1.402 0.937 -4.503
C -5.298 2.567 -0.095
C -5.564 1.086 0.004
C -4.195 0.335 0.165
O -4.181 0.003 1.550
C -5.242 0.404 2.161
O -5.345 0.353 3.339
O -6.198 0.829 1.304
H -6.245 3.110 -0.015
H -4.726 2.885 -0.965
H -4.723 2.868 0.805
H -6.040 0.567 -0.834
H -3.294 0.907 -0.071
H -4.287 -0.585 -0.418
C 2.176 -2.308 2.469
C 0.717 -2.276 2.918
C 0.429 -2.936 4.359
O -0.070 -1.776 5.130
C -0.108 -0.643 4.385
O -0.401 0.457 4.763
O 0.222 -0.886 3.105
H 2.414 -3.225 1.961
H 2.815 -2.268 3.345
H 2.433 -1.406 1.905
H 0.067 -2.759 2.188
H 1.348 -3.378 4.773
H -0.397 -3.661 4.296
C 4.652 -4.990 -2.310
C 4.717 -5.045 -0.779
C 3.660 -4.210 -0.123
O 3.352 -5.014 1.060
C 3.566 -6.313 0.786
O 3.113 -7.204 1.447
O 4.360 -6.420 -0.302
H 5.004 -4.072 -2.731
H 3.644 -5.052 -2.766
H 5.221 -5.905 -2.643
H 5.782 -4.921 -0.536
H 2.767 -4.202 -0.717
H 3.955 -3.194 0.209
*
```